1.
DFT (ωB97M-V/def2-TZVPD) results for a molecular structure, C20H31BMgNO2.

Geometry as XYZ:
```
56
Properties=species:S:1:pos:R:3:forces:R:3
O 0.4608 0.3349 -4.8518 -0.2 0.5 -1.3
C 0.3322 1.6256 -5.5294 0.0 0.4 0.5
C 0.1166 1.0269 -6.9162 0.2 -0.6 0.9
H 1.2553 2.2059 -5.4387 -0.2 0.0 0.2
H -0.5251 2.1949 -5.1588 0.2 0.0 0.2
C 0.3130 -0.3150 -6.1510 -0.1 -0.3 -0.9
H 0.9100 1.2330 -7.6332 -0.3 0.1 -0.1
H -0.8909 1.1457 -7.3157 0.2 0.1 -0.1
C 1.5533 -1.0451 -6.6121 0.4 -0.2 0.1
H 2.4255 -0.3792 -6.6359 -0.2 -0.1 0.1
H 1.3874 -1.4244 -7.6308 0.0 0.1 0.2
H 1.7791 -1.9008 -5.9629 0.0 0.2 -0.1
C -0.8930 -1.2181 -6.2317 -0.3 -0.3 0.2
H -1.8106 -0.6879 -5.9467 0.2 -0.1 0.0
H -0.7724 -2.0950 -5.5841 -0.1 0.2 -0.1
H -1.0134 -1.5729 -7.2646 0.0 0.1 0.2
Mg 0.5771 0.1914 2.8926 -2.1 -0.5 0.8
C -2.2873 -0.4556 4.0394 -0.2 1.1 -0.4
C -2.2092 0.9654 4.1823 -0.2 -0.7 -0.6
C -2.2492 1.5528 2.8853 0.0 -0.6 0.3
H -2.1472 1.4957 5.1277 0.2 -0.1 -0.2
C -2.4351 0.4945 1.9461 0.1 -0.3 0.3
C -2.4383 -0.7420 2.6562 0.0 0.7 0.0
H -2.6141 -1.7286 2.2322 0.1 0.2 0.0
H -2.2476 -1.1770 4.8489 0.0 0.1 -0.1
H -2.1784 2.6181 2.6589 -0.2 -0.2 0.1
H -2.6593 0.6188 0.8873 0.2 0.0 0.1
C 1.3851 -1.9846 4.4367 0.2 -0.1 -0.9
C 0.4534 -2.5802 3.5449 0.9 0.3 -0.1
C 0.8101 -2.2156 2.2179 0.4 -0.1 0.2
H -0.3909 -3.2088 3.8240 0.3 0.2 -0.1
C 1.9795 -1.3866 2.2745 0.0 -0.4 0.3
C 2.2857 -1.1852 3.6621 0.4 -1.0 0.1
H 3.1158 -0.5788 4.0434 -0.3 -0.4 -0.1
H 1.4563 -2.1828 5.5089 -0.3 0.5 -0.4
H 0.3749 -2.6264 1.3090 0.0 0.3 0.3
H 2.5963 -1.0715 1.4312 -0.3 0.0 0.2
O 0.3632 0.6716 0.8586 0.3 0.8 -1.3
C -0.0102 -0.2392 -0.2600 0.5 0.1 0.6
C -0.2622 0.6580 -1.4582 -0.5 0.2 0.1
H -0.8862 -0.8245 0.0519 0.3 0.3 0.1
H 0.8421 -0.9155 -0.4342 -0.2 0.2 0.2
C 0.5769 1.9100 -1.1809 0.5 -0.4 -0.1
H -1.3294 0.9149 -1.4846 0.2 0.0 0.0
H -0.0014 0.1827 -2.4094 0.0 0.1 0.2
C 0.5662 2.0443 0.3336 -0.6 -0.7 0.4
H 0.1927 2.7915 -1.6948 0.0 0.0 0.1
H 1.6050 1.7373 -1.5255 -0.2 0.1 0.0
H -0.2779 2.6613 0.6834 0.3 -0.3 0.0
H 1.5144 2.4258 0.7398 -0.3 -0.1 -0.1
B 0.1412 0.2176 7.5073 0.0 0.1 0.8
C 0.3661 0.6054 6.0272 0.4 0.4 -2.5
N 0.5136 0.8330 4.8870 0.2 0.0 1.7
H -0.9065 0.7228 7.8815 0.1 0.0 0.0
H 1.0954 0.6607 8.1464 -0.2 -0.1 -0.1
H 0.0917 -0.9988 7.5846 0.0 0.1 -0.1
```
Positions in Å, forces in eV/Å.

Output
* charge: -1
* spin multiplicity: 1
* E_LUMO: 1.9 eV
* frontier orbital gap: 5.09 eV



2.
DFT (ωB97M-V/def2-TZVPD) results for 2 unconnected molecules or ions with the total composition C16H15Cl2FN2O2.

Geometry as XYZ:
```
38
Properties=species:S:1:pos:R:3:forces:R:3
C 4.0820 2.6810 2.0445 0.3 0.2 0.3
C 3.4456 1.3318 1.8408 0.1 -0.3 -0.2
O 2.0115 1.4580 1.9269 -0.5 -0.7 -0.2
C 1.3838 0.2647 1.9011 0.1 -2.0 0.2
O 1.8848 -0.8097 2.1971 -0.5 1.8 -0.5
C -0.0651 0.3519 1.3485 0.1 2.2 0.4
F 0.0064 0.1106 -0.0231 0.5 0.3 0.2
N -0.9391 -0.5873 1.8936 -1.5 -0.9 -1.0
C -2.0798 -0.7485 1.2865 0.7 0.4 0.2
C -2.6225 -2.0978 1.2583 -0.7 -1.1 0.8
C -3.9359 -2.4632 0.8615 0.7 0.2 0.4
C -4.3676 -3.7806 1.0686 0.4 0.1 0.0
C -3.4910 -4.7255 1.6504 -0.2 0.4 -0.1
C -2.1820 -4.3730 1.9994 -0.2 0.2 -0.3
C -1.7485 -3.0748 1.7640 -0.3 -0.3 0.1
H 4.9678 2.7841 1.4075 -0.2 0.0 0.1
H 3.3742 3.4840 1.8157 0.2 -0.1 0.0
H 4.4267 2.7768 3.0809 -0.2 0.2 -0.2
H 3.6448 0.9416 0.8389 0.1 -0.1 0.1
H 3.7798 0.6014 2.5778 0.0 0.0 -0.1
H -0.3896 1.3957 1.5132 0.0 -0.1 -0.4
H -2.6985 0.0056 0.7275 1.1 -0.2 0.2
H -4.5814 -1.6893 0.4227 0.1 -0.5 0.3
H -5.3867 -4.0685 0.7810 0.5 0.1 0.2
H -3.8395 -5.7428 1.8221 0.0 0.2 0.0
H -1.4823 -5.0805 2.4538 -0.4 0.1 -0.2
H -0.7380 -2.7543 2.0036 -0.2 -0.2 0.0
Cl -1.7923 1.2308 -2.2116 -0.6 0.0 0.1
C -0.4193 1.7718 -3.0679 1.5 0.9 -0.7
C -0.5114 2.1453 -4.4174 0.0 0.1 0.4
C 0.6491 2.5414 -5.0889 0.3 -0.2 1.1
C 1.8667 2.4554 -4.3927 -0.1 0.1 0.4
C 1.8399 2.0639 -3.0420 -1.3 0.5 -0.7
Cl 3.2585 1.8552 -2.0979 0.5 0.2 -0.1
N 0.7179 1.8553 -2.3805 -0.5 -1.0 -0.3
H -1.4968 2.1982 -4.8540 0.1 -0.1 -0.3
H 0.6093 2.9304 -6.1056 0.0 -0.2 0.3
H 2.8185 2.7611 -4.8047 -0.1 -0.2 -0.3
```
Positions in Å, forces in eV/Å.

Output
* charge: 0
* SMILES string: CCOC(=O)[C@@H](F)/N=C/c1ccccc1.Clc1cccc(Cl)n1
* spin multiplicity: 1
* E_LUMO: -0.1 eV
* frontier orbital gap: 8.80 eV



3.
DFT (ωB97M-V/def2-TZVPD) results for a molecular structure, C2F3HoNO6S2.

Geometry as XYZ:
```
15
Properties=species:S:1:pos:R:3:forces:R:3
N 1.1755 0.8081 -0.6180 -0.2 1.8 -0.7
S -0.3008 1.2809 -1.2599 -2.3 0.9 -0.2
O -0.9519 0.1422 -0.5836 -2.9 -7.5 1.1
S 1.6491 -0.1444 0.5823 1.7 0.0 -2.6
O 0.3687 -0.6862 1.1699 -1.2 1.1 2.9
O 3.0294 0.3959 0.4780 -0.4 -0.3 2.7
C 2.4451 -1.8121 1.1022 0.6 -1.0 -0.8
F 1.6417 -2.8193 1.4095 -1.2 -0.1 0.0
F 3.1895 -2.2655 0.1013 0.6 0.2 -0.5
F 3.2101 -1.6516 2.1727 0.2 0.7 0.2
O -3.9409 0.7906 -1.0109 2.0 0.0 -0.5
C -3.6295 1.7951 -1.6128 -4.4 0.6 1.4
O -4.1244 2.7611 -2.0960 2.8 -1.2 -0.1
O -1.7267 1.9872 -0.8876 2.4 3.4 -0.5
Ho -2.0348 -0.5821 1.0528 2.3 1.4 -2.4
```
Positions in Å, forces in eV/Å.

Output
* charge: 0
* spin multiplicity: 6
* E_LUMO (spin up / spin down): -1.6 / -2.0 eV
* frontier orbital gap (spin up / spin down): 6.39 / 6.98 eV
* <S²>: 8.754



4.
DFT (ωB97M-V/def2-TZVPD) results for a molecular structure, C10H5ClCoNO5.

Geometry as XYZ:
```
23
Properties=species:S:1:pos:R:3:forces:R:3
O 1.5664 1.8341 -4.7303 -0.6 -1.2 2.7
C 1.3520 1.3819 -3.7014 0.6 1.2 -2.8
Co -0.2544 -0.4438 -0.4419 3.2 0.6 -0.7
O -1.0191 1.9924 -1.7867 1.6 -3.5 2.1
C -0.6557 1.0196 -1.2713 -3.0 5.8 -4.5
C -1.2847 -0.1347 0.8796 -6.1 0.5 5.8
O -1.9898 0.0842 1.7722 2.7 -0.6 -3.1
C 1.0375 -1.0028 0.5910 4.6 -3.8 4.5
O 1.7897 -1.3956 1.3857 -2.7 1.8 -3.3
C -0.8767 -1.8479 -1.3517 -2.5 -4.9 -3.0
O -1.3006 -2.7428 -1.9432 1.7 3.3 2.2
H 0.9152 -0.4369 -1.3331 -0.1 -0.2 -0.5
Cl 2.6627 5.0528 0.1694 -0.7 -1.4 0.8
C 2.0156 3.7785 1.0965 0.6 1.2 -0.9
C 2.0881 3.7835 2.4863 0.5 0.7 2.1
C 1.5559 2.7073 3.1937 -0.2 -0.3 -1.3
C 0.9547 1.6656 2.4512 -0.4 -1.2 4.3
N 0.8647 1.6967 1.1332 0.7 1.4 -0.8
C 1.3751 2.7083 0.4443 0.0 0.2 -3.1
H 2.5592 4.6171 2.9984 -0.1 -0.1 -0.1
H 1.5770 2.6216 4.2772 0.0 0.0 -0.2
H 0.5386 0.7965 2.9831 0.2 0.4 -0.1
H 1.3172 2.7108 -0.6351 0.1 0.0 -0.1
```
Positions in Å, forces in eV/Å.

Output
* charge: +2
* spin multiplicity: 5
* E_LUMO (spin up / spin down): -7.9 / -12.8 eV
* frontier orbital gap (spin up / spin down): 6.56 / 5.71 eV
* <S²>: 6.047



5.
DFT (ωB97M-V/def2-TZVPD) results for a molecular structure, C17H26BrN2OReSbSe4Si2.

Geometry as XYZ:
```
55
Properties=species:S:1:pos:R:3:forces:R:3
Re 0.1224 0.4455 0.2625 -0.5 1.3 1.1
C 1.9470 -2.0757 3.0646 0.1 -0.2 -0.2
Si 1.0804 -2.9092 1.6258 -0.4 0.3 0.2
C 2.1428 -3.2550 0.1178 -0.1 0.2 0.2
C 0.2284 -4.4786 2.2194 0.2 0.1 -0.1
C -0.4369 -1.6898 1.0720 0.1 0.5 -0.1
C -0.8795 -2.0269 -0.3026 -0.3 -0.4 0.0
C -1.2795 -3.2342 -0.8647 0.0 0.1 0.0
C -1.5996 -3.2652 -2.2130 0.0 0.0 0.1
C -1.5254 -2.1002 -2.9777 0.0 0.1 0.1
C -1.1292 -0.9335 -2.3639 -0.1 0.0 -0.3
N -0.8148 -0.9193 -1.0580 0.3 -0.3 -0.4
Si -1.7138 -1.9338 2.3620 0.4 -0.1 -0.2
C -1.4115 -1.4331 4.1155 0.0 -0.1 -0.2
C -3.2734 -2.8654 1.9870 0.1 0.3 0.0
C -3.6174 0.5475 0.6819 0.0 -0.3 -0.1
H 2.9263 -2.5387 3.2130 0.0 0.0 0.0
H 1.3991 -2.2036 4.0003 0.0 0.0 0.0
H 2.1240 -1.0106 2.9204 0.1 0.0 -0.1
H 2.4833 -4.2920 0.1475 0.0 0.0 0.0
H 3.0442 -2.6379 0.1047 0.0 -0.1 0.0
H 1.6113 -3.1233 -0.8269 0.0 0.0 0.0
H 0.9840 -5.1207 2.6815 0.0 0.0 0.1
H -0.2157 -5.0658 1.4142 0.0 0.0 0.0
H -0.5376 -4.3101 2.9858 0.0 0.0 0.1
H -1.3341 -4.1245 -0.2531 0.0 0.0 -0.1
H -1.9183 -4.1937 -2.6695 0.0 0.0 0.0
H -1.7722 -2.1036 -4.0296 0.0 0.0 0.0
H -1.0708 0.0051 -2.9022 0.1 0.0 0.0
H -1.1348 -2.3203 4.6984 0.0 0.0 -0.1
H -2.3197 -1.0367 4.5702 -0.1 0.0 0.0
H -0.6174 -0.6973 4.2300 0.0 0.0 -0.1
H -3.1778 -3.8983 2.3405 0.1 0.0 0.1
H -3.5142 -2.9037 0.9246 0.1 0.0 0.0
H -4.1229 -2.4344 2.5227 0.0 0.0 0.1
H -3.7012 0.5794 1.7693 0.1 0.0 0.0
H -4.4916 1.0172 0.2356 0.0 0.0 0.0
H -3.5285 -0.4722 0.3086 0.0 0.0 0.0
O 3.3775 4.2702 -3.4541 0.2 -0.1 -0.1
C 2.5094 3.5904 -2.7523 -0.4 0.0 0.2
C 1.2325 4.0477 -2.3811 0.1 0.0 0.0
C 0.4152 3.2394 -1.6313 -0.2 0.1 -0.1
N 0.7845 2.0126 -1.2220 0.0 -1.4 0.6
C 2.0032 1.5963 -1.5954 0.3 0.5 -0.3
Br 2.3453 -0.1421 -0.8958 0.2 -0.3 -0.1
C 2.8942 2.2957 -2.3440 0.2 -0.1 0.0
H 3.0848 5.1549 -3.7160 -0.1 0.0 0.0
H 0.8864 5.0307 -2.6728 0.0 0.0 0.0
H -0.5760 3.5638 -1.3448 0.0 0.0 0.0
H 3.8684 1.9109 -2.6160 0.0 0.0 0.0
Se -0.5513 5.0827 1.4003 -0.4 -1.0 0.6
Sb -1.5681 3.1319 2.3016 -0.7 0.8 -0.1
Se 0.6901 1.2639 2.2517 0.5 -0.7 -0.3
Se -2.0906 1.5734 0.0611 -0.1 0.4 0.3
Se -2.8646 2.1600 4.0303 0.6 0.4 -0.7
```
Positions in Å, forces in eV/Å.

Output
* charge: +3
* spin multiplicity: 1
* E_LUMO (spin up / spin down): -11.6 / -11.6 eV
* frontier orbital gap (spin up / spin down): 5.52 / 5.52 eV



> Which value of charge does entry 3 give?

0



> Look up the charge of the second one.

0



> What is the spin multiplicity in the fourth record?

5